282
Properties=species:S:1:pos:R:3 method="wB97M-V/def2-TZVPD" smiles=CC1(C)CCCC(C)(C)N1O.CC1(C)CCCC(C)(C)N1O.CC1(C)CCCC(C)(C)N1O.CC1(C)CCCC(C)(C)N1O.CC1(C)CCCC(C)(C)N1O.CC1(C)CCCC(C)(C)N1O.COC[C@H](C)N.COC[C@H](C)N.COC[C@H](C)N.COC[C@H](C)N.COC[C@H](C)N.COC[C@H](C)N molar_mass_g_mol=1478.4 charge=0 lumo_energy_ev=0.512 fmax_ha_per_bohr=0.06380
C -2.5894 -6.1223 1.3299
C -2.0576 -6.9951 0.2318
C -2.9889 -7.1122 -0.9272
O -4.1660 -7.7723 -0.4701
C -4.9460 -8.1415 -1.5934
N -0.8084 -6.3625 -0.2480
H -1.8925 -6.1943 2.1854
H -3.5176 -6.3972 1.7304
H -2.7787 -5.0871 1.0500
H -1.9208 -8.0546 0.6612
H -2.5335 -7.8055 -1.7096
H -3.1912 -6.1731 -1.4186
H -5.9595 -8.1576 -1.2427
H -4.5968 -9.0510 -2.0294
H -4.8253 -7.3977 -2.4076
H -0.2033 -6.1556 0.5582
H -0.2349 -6.9101 -0.9432
C 2.1630 0.8318 -3.1707
C 3.1333 1.5427 -2.1913
C 4.4075 1.8256 -2.8642
O 4.1742 2.8464 -3.8594
C 5.3600 3.2259 -4.5622
N 2.6438 2.7616 -1.5273
H 2.6685 0.0298 -3.6616
H 1.8545 1.5725 -3.9756
H 1.2984 0.3432 -2.6726
H 3.3879 0.8968 -1.3991
H 4.8055 0.9300 -3.3820
H 5.1426 2.1070 -2.0451
H 6.0292 3.8342 -3.9137
H 5.0521 3.8291 -5.3968
H 5.9408 2.3680 -4.7935
H 1.8249 2.5845 -1.0154
H 2.4403 3.4924 -2.2200
C 3.2990 -4.8935 6.9517
C 4.7282 -4.9665 6.3837
C 5.5466 -3.6840 6.3864
O 4.8396 -2.7386 5.5270
C 5.4130 -1.5182 5.6963
N 5.5476 -5.9652 7.1283
H 2.6574 -5.6487 6.5060
H 2.8320 -3.9625 6.6292
H 3.1807 -4.8315 8.0525
H 4.6438 -5.2879 5.4046
H 6.5610 -3.9982 6.0366
H 5.6970 -3.1804 7.3431
H 6.4684 -1.4567 5.3396
H 5.4098 -1.1833 6.7175
H 4.8603 -0.7399 5.1349
H 5.1637 -6.8430 6.9262
H 6.4609 -5.9105 6.6845
C -0.8485 -4.3447 5.1603
C -0.8735 -3.3714 6.3682
C -0.9482 -1.8748 5.8556
O 0.1042 -1.4131 5.1039
C 1.4066 -1.4012 5.6814
N -2.0706 -3.6768 7.1422
H -0.3797 -3.8478 4.3078
H -1.8481 -4.7057 4.8743
H -0.3066 -5.2317 5.5202
H 0.0468 -3.5234 6.9620
H -1.0179 -1.2161 6.7462
H -1.8776 -1.7057 5.2770
H 1.2655 -1.8251 6.7125
H 1.9468 -0.4528 5.6239
H 2.1131 -2.0437 5.0837
H -2.8259 -3.8792 6.5125
H -2.3573 -3.0710 7.8960
C 0.4104 -4.4091 -2.4309
C 0.7201 -3.6972 -3.7733
C 0.6064 -2.2115 -3.6764
O -0.7312 -1.8023 -3.3856
C -1.5772 -1.7105 -4.5562
N 2.2058 -3.9528 -4.1043
H 1.0830 -4.1051 -1.6911
H 0.4633 -5.5021 -2.5406
H -0.5591 -4.2277 -2.0598
H 0.1335 -4.0187 -4.6630
H 0.9424 -1.7611 -4.6980
H 1.1350 -1.8156 -2.8443
H -2.5747 -1.5610 -4.1630
H -1.5249 -2.6118 -5.1810
H -1.3390 -0.7936 -5.0744
H 2.7377 -4.3244 -3.3076
H 2.4260 -4.3261 -5.0256
C -0.1531 2.3745 7.6548
C -0.8346 2.5688 6.2613
C -0.7935 4.0259 5.9406
O -1.2923 4.3127 4.7147
C -1.1362 5.6281 4.2368
N -0.2078 1.6370 5.3108
H -0.2761 1.3225 7.9612
H -0.5452 3.0858 8.4048
H 0.9174 2.4908 7.7212
H -1.9057 2.3224 6.3784
H 0.2467 4.4067 5.9490
H -1.2513 4.6340 6.7303
H -1.5011 6.3960 4.9873
H -1.7328 5.6054 3.3437
H -0.1071 5.8248 3.9553
H -0.7513 0.8040 5.2605
H -0.3697 2.0526 4.3953
C -0.6440 8.3336 0.8234
C -0.3847 7.2687 -0.2730
C -1.7180 6.9980 -1.0153
C -1.5158 6.2078 -2.3375
C -0.5295 7.0396 -3.1372
C 0.8644 7.2880 -2.4435
N 0.5096 7.9390 -1.2179
O 1.6522 8.2801 -0.5086
C 1.5934 5.9777 -2.4205
C 1.5561 8.3600 -3.3494
C 0.1641 5.9851 0.4296
H -0.9805 9.2539 0.4210
H 0.2476 8.4736 1.4132
H -1.4987 7.9444 1.4423
H -2.4697 6.5235 -0.3573
H -2.0263 7.9311 -1.3709
H -2.4529 6.1207 -2.8626
H -1.1010 5.2066 -2.3431
H -0.8851 8.0301 -3.4980
H -0.3391 6.4431 -4.0545
H 0.9812 5.1220 -2.7104
H 2.5121 6.0429 -2.9978
H 2.0655 5.8199 -1.4254
H 1.9099 7.9107 -4.3398
H 0.9359 9.2294 -3.5919
H 2.5040 8.7036 -2.9642
H 1.2004 6.2000 0.7404
H 0.0575 5.1030 -0.2491
H -0.4767 5.7887 1.3256
H 1.5647 9.2563 -0.5066
C 4.2188 1.4978 1.2563
C 4.9871 2.4093 2.1372
C 5.2135 3.7231 1.3487
C 3.9824 4.7000 1.2793
C 3.5263 4.8720 2.6831
C 3.1308 3.5828 3.3860
N 4.3564 2.7375 3.4043
O 3.9879 1.5504 4.1336
C 2.7939 4.0184 4.7942
C 1.8874 2.9118 2.7910
C 6.3279 1.7763 2.5633
H 3.3685 1.9265 0.7721
H 3.9392 0.6150 1.8988
H 4.7268 0.9696 0.4469
H 6.0605 4.2438 1.8018
H 5.3539 3.4283 0.3067
H 3.2042 4.4623 0.5335
H 4.3568 5.6664 0.9486
H 2.6391 5.5532 2.6648
H 4.3409 5.3108 3.3270
H 3.7555 4.5398 5.2336
H 1.9372 4.7761 4.6440
H 2.4126 3.2570 5.5102
H 1.8843 1.8364 2.9176
H 0.8860 3.1986 3.0949
H 1.9090 3.1211 1.7240
H 6.8641 2.4407 3.1815
H 6.9405 1.6673 1.6697
H 6.1367 0.8031 3.0610
H 3.1835 1.1623 3.7522
C -4.9164 1.6034 -6.0942
C -4.4179 2.2705 -7.3532
C -4.9023 3.7197 -7.4834
C -4.1867 4.7283 -6.5211
C -2.6641 4.6629 -6.7011
C -2.1690 3.1635 -6.5634
N -2.9581 2.2893 -7.4834
O -2.5429 0.9635 -7.3796
C -0.6853 3.0307 -7.0938
C -2.1222 2.7002 -5.1506
C -4.9703 1.4739 -8.5666
H -5.9870 1.5936 -6.0209
H -4.6165 2.1058 -5.1839
H -4.4013 0.5996 -5.9795
H -4.8608 4.1247 -8.5198
H -5.9985 3.7647 -7.2506
H -4.5282 4.5976 -5.4887
H -4.4787 5.7514 -6.7751
H -2.1817 5.2788 -5.9660
H -2.4096 5.0696 -7.6516
H -0.2468 2.1387 -6.7562
H -0.7940 2.9568 -8.1495
H -0.0304 3.9097 -6.7733
H -2.9258 3.1566 -4.5893
H -2.2481 1.5734 -4.9978
H -1.1577 2.9820 -4.7029
H -4.6589 0.4463 -8.5114
H -4.6096 1.9408 -9.4605
H -6.0471 1.6168 -8.5743
H -2.0117 0.7130 -8.1957
C 0.4499 -0.3674 1.6889
C -0.8579 -0.9185 1.1387
C -1.8716 -0.6743 2.2516
C -2.5541 0.6603 2.2278
C -2.8497 1.1570 0.8479
C -1.7688 1.1108 -0.2128
N -1.2929 -0.3292 -0.1109
O -0.2725 -0.4758 -1.0836
C -2.3233 1.2246 -1.6783
C -0.7241 2.1149 0.0231
C -0.7593 -2.4392 0.8517
H 1.2312 -0.3196 0.9368
H 0.8694 -0.9554 2.5198
H 0.2623 0.6315 2.0153
H -2.5849 -1.5130 2.1904
H -1.4423 -0.7746 3.2560
H -1.8494 1.3276 2.7503
H -3.5212 0.6488 2.7542
H -3.2831 2.1534 0.9722
H -3.7361 0.6326 0.4382
H -2.9673 0.4081 -1.9300
H -2.9289 2.1192 -1.7853
H -1.3798 1.3033 -2.2523
H -1.2323 3.0657 -0.1659
H -0.2503 2.1409 0.9877
H 0.1070 2.0304 -0.6312
H -1.6962 -2.8338 0.4732
H -0.4604 -2.8490 1.8148
H 0.0231 -2.6712 0.1286
H -0.5002 -1.2019 -1.7024
C -6.4206 -4.4409 -3.0607
C -6.6025 -3.7973 -1.6690
C -5.3985 -4.1431 -0.8908
C -4.0948 -3.3729 -1.2661
C -4.3818 -1.8584 -1.2247
C -5.5878 -1.4457 -2.0976
N -6.7781 -2.3001 -1.6587
O -7.9432 -1.9338 -2.3218
C -5.9806 0.0181 -1.6798
C -5.2650 -1.4066 -3.6046
C -7.7689 -4.3624 -0.7478
H -6.4676 -5.5166 -2.9746
H -5.4498 -4.2508 -3.4240
H -7.0939 -4.0552 -3.8651
H -5.6003 -3.8054 0.1765
H -5.3057 -5.2733 -0.8919
H -3.7807 -3.6664 -2.2488
H -3.3281 -3.7106 -0.5582
H -3.5230 -1.3277 -1.4984
H -4.6477 -1.4022 -0.2405
H -6.4527 0.0063 -0.6902
H -5.1316 0.6702 -1.6129
H -6.7546 0.4225 -2.3528
H -4.6823 -2.2949 -3.8169
H -6.1899 -1.4716 -4.2510
H -4.6685 -0.4944 -3.8895
H -7.7961 -3.8335 0.1792
H -7.5701 -5.4365 -0.6212
H -8.7699 -4.3331 -1.2211
H -7.7801 -1.7493 -3.2746
C 5.1427 -5.9034 0.6839
C 3.7183 -5.4732 0.7280
C 3.3152 -5.1829 2.1495
C 3.7374 -3.8863 2.7702
C 3.1283 -2.7536 1.8826
C 3.7782 -2.8604 0.4348
N 3.4925 -4.2659 -0.0948
O 4.1038 -4.4191 -1.3896
C 3.0532 -1.9216 -0.5522
C 5.2319 -2.3946 0.5735
C 2.8301 -6.5620 0.0684
H 5.8053 -5.2213 1.2475
H 5.4390 -5.9680 -0.3393
H 5.3211 -6.8601 1.1478
H 2.2356 -5.3244 2.1648
H 3.7037 -5.9529 2.7986
H 4.8146 -3.7468 2.8678
H 3.3450 -3.8251 3.7632
H 3.2888 -1.7653 2.2323
H 2.0105 -2.8480 1.9194
H 3.4635 -2.1931 -1.5239
H 1.9862 -2.1176 -0.5576
H 3.2777 -0.8683 -0.3538
H 5.8005 -2.9958 1.2271
H 5.7378 -2.3559 -0.4009
H 5.1666 -1.4476 0.9393
H 2.7384 -7.4354 0.7001
H 3.1627 -6.8187 -0.9256
H 1.7996 -6.1114 -0.0409
H 5.0507 -4.2268 -1.2999